(A)
DFT (ωB97M-V/def2-TZVPD) results for 2 unconnected molecules or ions with the total composition C3H6N4O.

```
14
C3H6N4O, DFT ωB97M-V/def2-TZVPD
C 0.654 -1.470 -0.073
C -1.174 1.224 -0.015
C -1.873 -0.483 1.659
N 0.995 -0.573 -0.816
N -1.419 0.246 0.532
N 1.229 0.566 -1.175
N 2.436 0.818 -1.742
O -1.003 2.130 -0.712
H 0.259 -2.423 -0.242
H -1.013 -0.714 2.248
H -2.689 -0.010 2.263
H -2.382 -1.394 1.415
H 2.745 1.836 -1.901
H 3.233 0.248 -1.440
```

* HOMO level: -7.56 eV
* LUMO: 0.7689 eV
* HOMO-LUMO gap: 0.30607 Eh


(B)
DFT (ωB97M-V/def2-TZVPD) results for a single C3H6N4O molecule.

```
14
C3H6N4O, DFT ωB97M-V/def2-TZVPD
C 0.206 -0.632 1.791
C -1.020 0.026 -1.697
C 0.299 0.242 -0.878
H -0.690 -1.030 1.063
H 0.325 -0.881 2.918
H 0.954 -1.231 1.235
H 1.485 1.155 0.930
H -1.366 -0.253 -2.611
H 1.506 -0.755 -2.072
N 0.400 0.832 1.385
N -0.180 0.817 0.142
N -1.973 0.572 -1.047
N 1.508 0.059 -1.302
O -1.454 1.077 0.142
```

* HOMO level: -8.57 eV
* LUMO: 0.7940 eV
* HOMO-LUMO gap: 0.34411 Eh
* SMILES: [H]/N=c1\cnon1NC


(C)
DFT (ωB97M-V/def2-TZVPD) results for a single C3H6N4O molecule.

```
14
C3H6N4O, DFT ωB97M-V/def2-TZVPD
C -2.172 -0.031 0.054
C 2.120 -0.880 0.182
C 1.100 1.006 0.031
H -2.840 0.108 0.942
H -2.390 -1.018 -0.318
H -2.179 0.771 -0.697
H 0.548 -1.923 -0.819
H 2.776 -1.801 0.210
H -0.071 2.380 -0.307
N 0.088 -0.109 -0.330
N 0.744 -1.243 -0.020
N 2.284 0.415 0.406
N 0.881 2.243 -0.044
O -0.888 0.082 0.710
```

* HOMO level: -9.38 eV
* LUMO: 0.3700 eV
* HOMO-LUMO gap: 0.35822 Eh
* SMILES: [H]/N=c1/nc[nH]n1OC


(D)
DFT (ωB97M-V/def2-TZVPD) results for a single C3H6N4O molecule.

```
14
C3H6N4O, DFT ωB97M-V/def2-TZVPD
C 0.547 -0.623 0.620
C -0.714 -0.304 -0.121
N 0.930 0.175 1.661
C 0.830 -0.264 -1.213
N -1.114 1.025 0.135
N -1.506 1.754 -0.774
N -1.486 -1.219 -0.705
O 1.157 0.753 -1.754
H 0.781 -1.681 0.707
H 1.740 -0.107 2.193
H 0.803 1.170 1.505
H -1.605 2.711 -0.396
H -1.408 -2.124 -0.243
H 1.046 -1.266 -1.614
```

* HOMO level: -8.14 eV
* LUMO: -0.3322 eV
* HOMO-LUMO gap: 0.28710 Eh


Name the least stable of them. (B).